# 1
{"formula": "C25H31N3O4", "method": "wB97M-V/def2-TZVPD", "elements": ["C", "O", "C", "C", "C", "C", "C", "C", "C", "C", "C", "N", "C", "C", "C", "N", "C", "C", "O", "C", "C", "C", "O", "N", "C", "C", "C", "C", "C", "C", "O", "C", "H", "H", "H", "H", "H", "H", "H", "H", "H", "H", "H", "H", "H", "H", "H", "H", "H", "H", "H", "H", "H", "H", "H", "H", "H", "H", "H", "H", "H", "H", "H"], "positions_angstrom": [[1.85407, 3.88519, -1.23980], [1.80507, 4.70077, -0.09258], [1.84663, 4.10449, 1.12664], [1.78626, 4.94748, 2.23214], [1.81740, 4.47021, 3.53703], [1.90884, 3.12252, 3.80413], [1.97170, 2.25380, 2.71850], [2.06696, 0.83497, 2.59756], [2.09324, 0.55482, 1.27115], [2.15669, -0.78615, 0.59579], [3.35881, -0.91174, -0.36049], [0.87995, -1.17414, 0.00223], [0.05083, -2.07853, 0.78394], [-0.85225, -1.33905, 1.77314], [-1.87426, -2.28322, 2.40415], [-2.58860, -3.07885, 1.42278], [-3.40686, -2.28405, 0.51736], [-4.06620, -3.20711, -0.50550], [-4.85055, -4.20486, 0.10964], [-4.06123, -4.96447, 0.99048], [-3.41809, -4.08482, 2.06213], [0.24464, -0.60262, -1.07783], [-0.89051, -0.92642, -1.37391], [0.98410, 0.30007, -1.79487], [0.66938, 0.88685, -3.02077], [-0.58893, 0.80856, -3.61072], [-0.81900, 1.42604, -4.82637], [0.18578, 2.12856, -5.46895], [1.43977, 2.20540, -4.88665], [1.68215, 1.58863, -3.67533], [2.02705, 1.68949, 0.52107], [1.94472, 2.73726, 1.39504], [1.01609, 3.18480, -1.27364], [2.79619, 3.33227, -1.28936], [1.78913, 4.56174, -2.09016], [1.71093, 6.00547, 2.03974], [1.76655, 5.17833, 4.34988], [1.93062, 2.74272, 4.81271], [2.11591, 0.12940, 3.40173], [2.31219, -1.50854, 1.40351], [3.13930, -1.63771, -1.13906], [3.63225, 0.03490, -0.82147], [4.22608, -1.25682, 0.19743], [-0.58408, -2.63087, 0.08962], [0.69411, -2.78898, 1.30625], [-0.25687, -0.88306, 2.56697], [-1.36260, -0.53718, 1.23948], [-1.34918, -2.98606, 3.05920], [-2.56695, -1.69151, 3.03168], [-2.77485, -1.58086, -0.02341], [-4.18714, -1.72931, 1.06908], [-4.73960, -2.64231, -1.15155], [-3.28191, -3.67565, -1.11767], [-4.72578, -5.70202, 1.44476], [-3.26720, -5.48141, 0.42985], [-2.79211, -4.70270, 2.71084], [-4.21444, -3.62415, 2.67548], [1.88932, 0.55250, -1.43630], [-1.37234, 0.25975, -3.11676], [-1.79953, 1.35759, -5.27376], [-0.00394, 2.61032, -6.41614], [2.23562, 2.74505, -5.37890], [2.66666, 1.64523, -3.23114]], "forces_ev_per_angstrom": [[-0.0302, -0.1659, -0.3974], [0.0008, 0.1290, 0.4521], [0.0003, 0.0683, -0.1183], [0.0046, -0.1059, -0.1970], [-0.0050, 0.0443, 0.0133], [0.0077, -0.1586, -0.0831], [-0.0331, 0.5122, -0.3756], [0.0924, -0.2167, -0.6590], [0.0865, -0.3775, 1.1286], [0.1198, 0.3553, -0.2995], [-0.0469, -0.0784, 0.1385], [0.0122, -0.2070, 0.0792], [-0.5064, 0.0780, -0.0061], [-0.0531, -0.3306, -0.0154], [0.1181, 0.1460, 0.0043], [-0.1021, -0.0384, 0.0926], [-0.0868, -0.1969, -0.2332], [0.1309, 0.3467, -0.0052], [-0.1691, 0.0241, -0.0073], [0.1355, -0.0938, 0.3807], [-0.1131, -0.2125, -0.2611], [0.3739, -0.0888, 0.1087], [-0.3814, -0.0141, -0.2084], [0.3665, 0.0570, 0.1597], [-0.1695, 0.0737, -0.2971], [-0.1766, -0.1276, 0.1274], [0.1164, 0.0864, -0.0664], [-0.0506, 0.0652, -0.1468], [0.0029, 0.0353, -0.0167], [-0.0220, -0.0424, 0.0900], [0.0537, -0.1059, -0.3911], [-0.0077, 0.2112, 0.8225], [0.0452, 0.0362, -0.0123], [-0.0366, 0.0101, -0.0262], [0.0047, -0.0763, 0.0221], [-0.0091, 0.1313, -0.0528], [-0.0069, 0.0718, 0.0743], [0.0005, -0.0172, 0.1311], [-0.0033, -0.2439, 0.1241], [-0.0458, 0.2028, -0.1259], [0.0104, -0.0432, -0.0563], [0.0562, 0.0583, -0.0615], [0.0804, 0.0475, 0.0178], [0.1928, -0.0359, 0.1709], [0.0346, -0.0256, -0.0466], [-0.0521, 0.0636, -0.0074], [0.0381, 0.0821, -0.0049], [-0.0574, 0.0316, 0.0645], [0.0306, -0.0955, 0.0108], [-0.0241, 0.0646, 0.0014], [0.0292, 0.0103, -0.0094], [0.0939, -0.0002, -0.0035], [-0.0425, 0.0524, 0.0028], [0.0948, 0.0049, -0.0106], [-0.0591, -0.0007, 0.0624], [-0.0381, 0.0000, 0.0223], [0.0519, -0.0304, 0.0000], [-0.1382, -0.0280, -0.0384], [-0.0060, 0.0094, 0.0133], [-0.0832, -0.0128, -0.0253], [-0.0132, 0.0371, -0.0800], [0.0666, 0.0372, -0.0310], [0.1170, -0.0131, 0.0613]], "max_force_ev_per_a": 1.2, "spin_multiplicity": 1, "total_charge": 0, "relative_energy_kj_mol": 322.8, "orbital_gap_ev": 8.702, "lumo_ev": 0.6, "total_energy_ha": -1436.46603}



# 2
{"formula": "C25H31N3O7", "method": "wB97M-V/def2-TZVPD", "elements": ["C", "O", "C", "O", "C", "N", "C", "C", "C", "C", "O", "C", "C", "O", "C", "O", "N", "C", "C", "N", "C", "C", "C", "C", "C", "C", "O", "C", "C", "C", "C", "O", "C", "C", "C", "H", "H", "H", "H", "H", "H", "H", "H", "H", "H", "H", "H", "H", "H", "H", "H", "H", "H", "H", "H", "H", "H", "H", "H", "H", "H", "H", "H", "H", "H", "H"], "positions_angstrom": [[-8.59579, -0.20177, -1.03586], [-7.30232, -0.62520, -0.64029], [-6.40088, 0.37143, -0.43289], [-6.68359, 1.53965, -0.56435], [-5.11368, -0.16538, -0.04527], [-4.90139, -1.51791, 0.08737], [-3.62557, -1.76255, 0.43091], [-3.13960, -3.13930, 0.67737], [-2.97605, -0.53498, 0.53670], [-1.59165, -0.27916, 0.90230], [-1.45943, 0.66916, 1.84195], [-0.52727, -0.92577, 0.35453], [-0.52704, -1.87598, -0.73840], [-1.44409, -2.23943, -1.44649], [0.90545, -2.39621, -0.83806], [1.32014, -3.29439, -1.53760], [1.63614, -1.71130, 0.07492], [3.00848, -2.01938, 0.37081], [4.00987, -1.02672, -0.26302], [5.40365, -1.39251, -0.16275], [5.76780, -2.57045, -0.92049], [5.90633, -1.44537, 1.19170], [0.91484, -0.65146, 0.73698], [1.32539, 0.72087, 0.22880], [1.50886, 0.92973, -1.12232], [1.89723, 2.17511, -1.61731], [2.05702, 2.25396, -2.96297], [2.44184, 3.48544, -3.52495], [2.09190, 3.21896, -0.72291], [1.87973, 3.02588, 0.63405], [1.48845, 1.79093, 1.11909], [1.20889, 1.52129, 2.44631], [1.37303, 2.55646, 3.38849], [-3.92408, 0.48048, 0.25069], [-3.67372, 1.94438, 0.22554], [-8.54421, 0.34802, -1.97796], [-9.18953, -1.10492, -1.15312], [-9.03237, 0.44895, -0.27510], [-5.61147, -2.21107, -0.08433], [-2.77910, -3.56862, -0.25926], [-3.93993, -3.76526, 1.06731], [-2.30914, -3.13180, 1.37847], [-0.52762, 0.85388, 2.05678], [3.18669, -3.01821, -0.03665], [3.13778, -2.03914, 1.45838], [3.76834, -0.92599, -1.32393], [3.89105, -0.04505, 0.20556], [5.42915, -3.51000, -0.46065], [5.34490, -2.49955, -1.92010], [6.85447, -2.60567, -1.00281], [5.61072, -0.54045, 1.72058], [5.55182, -2.31995, 1.75790], [6.99525, -1.48512, 1.15641], [1.09183, -0.70775, 1.81987], [1.35921, 0.12315, -1.82271], [2.49936, 3.31277, -4.59817], [3.42212, 3.80578, -3.15748], [1.70268, 4.26759, -3.32406], [2.39964, 4.19525, -1.06023], [2.02389, 3.86079, 1.30058], [0.70572, 3.39677, 3.17678], [2.40833, 2.90650, 3.42036], [1.10941, 2.11997, 4.35047], [-3.41057, 2.29684, 1.22129], [-2.84262, 2.17173, -0.44107], [-4.56467, 2.46202, -0.11569]], "forces_ev_per_angstrom": [[-0.3043, 0.2761, -0.0931], [0.4213, -0.1535, 0.1197], [-0.2945, 0.1825, -0.0837], [0.0095, -0.1698, 0.0041], [0.4788, 0.3947, 0.1233], [-0.0227, -0.1872, -0.0495], [0.2256, 0.0749, 0.1834], [-0.0288, -0.0999, -0.2380], [-0.2956, -0.0459, 0.0912], [0.1099, -0.4813, -0.2864], [0.0304, -0.0062, -0.0120], [-0.0059, 0.2547, 0.4506], [-0.8574, 0.0785, -0.1709], [0.5821, -0.0440, -0.0109], [0.4580, -0.5371, -0.1665], [-0.1659, 0.0444, -0.1107], [-0.2006, 0.1120, 0.0370], [0.4949, -0.0333, -0.1567], [-0.1688, -0.0119, 0.0842], [0.0453, -0.0132, 0.0319], [0.0315, 0.0915, 0.0493], [0.0245, 0.0233, -0.1258], [-0.2098, 0.1652, 0.2181], [0.1055, 0.2623, 0.2781], [0.0360, 0.3069, 0.0475], [-0.0790, -0.1063, 0.2090], [-0.0712, -0.2597, 0.0818], [0.0587, 0.1813, -0.0835], [0.0461, 0.0025, -0.3443], [-0.0688, -0.0913, 0.3511], [0.0732, -0.0511, -0.2711], [-0.0415, -0.2535, -0.3681], [-0.0183, 0.1837, 0.2352], [-0.4971, -0.1978, -0.1264], [-0.1208, 0.1041, 0.0213], [-0.0451, -0.0541, 0.0750], [0.0318, 0.0383, 0.0064], [-0.0013, -0.0668, -0.0851], [0.0748, 0.0266, 0.0504], [-0.0117, -0.0643, 0.0653], [-0.0071, -0.0495, 0.1082], [0.0375, -0.0298, 0.0655], [0.0128, 0.0313, 0.0214], [-0.0083, 0.0547, 0.1344], [-0.0312, -0.0726, -0.0569], [-0.0732, 0.0596, 0.0233], [-0.0211, -0.0183, -0.1028], [-0.0076, -0.0594, -0.0226], [-0.0020, -0.0576, -0.0879], [0.0286, -0.0963, -0.0428], [0.0091, 0.0447, 0.0938], [0.0035, -0.0156, 0.0560], [0.0415, -0.0189, 0.1069], [-0.0588, -0.0372, -0.1761], [0.0266, -0.1211, -0.1300], [0.0117, 0.0664, 0.0696], [-0.0385, -0.0034, -0.0002], [0.0292, -0.0245, 0.0082], [0.0302, 0.0800, -0.0731], [0.0041, 0.0759, 0.0850], [0.0360, -0.0078, -0.0028], [-0.0326, -0.0169, -0.0345], [0.0322, 0.0889, -0.0313], [0.0254, 0.0800, 0.0087], [0.0783, 0.0755, -0.0289], [0.0450, 0.0966, -0.0220]], "max_force_ev_per_a": 0.9, "spin_multiplicity": 1, "total_charge": 0, "relative_energy_kj_mol": 53.5, "orbital_gap_ev": 8.262, "lumo_ev": 0.1, "total_energy_ha": -1662.19758}



What is the formula in the first record?
C25H31N3O4



Which formula does entry 1 have?
C25H31N3O4